Record 1
DFT (wB97M-V/def2-TZVPD) results for a molecular structure, C48H60Br48N3O5S2.

Cartesian coordinates (Å):
C  3.11  1.12  2.92
C  3.99  2.33  3.24
O  3.97  3.35  2.26
C  5.03  3.30  1.35
C  4.78  2.41  0.12
C  3.31  2.32  -0.30
C  2.94  3.24  -1.46
C  3.16  2.62  -2.87
C  1.92  2.63  -3.70
C  0.86  1.78  -3.38
C  0.90  0.83  -2.22
C  0.33  1.27  -1.04
C  0.30  0.50  0.08
C  0.88  -0.76  0.02
C  1.43  -1.22  -1.16
C  1.46  -0.43  -2.32
C  -0.28  1.77  -4.17
C  -1.42  0.80  -3.93
O  -1.52  0.07  -2.97
O  -2.40  0.77  -4.91
C  -3.57  1.53  -4.46
O  -4.63  0.67  -4.39
C  -4.71  -0.05  -3.16
C  -6.14  -0.31  -2.71
O  -6.20  -0.34  -1.29
C  -7.43  0.17  -0.84
C  -7.57  -0.05  0.67
C  -0.37  2.63  -5.25
C  0.67  3.47  -5.52
C  0.53  4.40  -6.70
C  0.19  5.87  -6.32
C  -0.56  6.06  -4.99
S  -1.39  7.68  -5.05
C  -1.87  7.92  -3.38
S  -1.96  6.71  -2.29
N  -2.13  9.27  -3.08
C  -3.29  9.93  -2.80
C  -2.90  11.24  -2.63
N  -1.55  11.34  -2.79
C  -1.07  10.16  -3.05
N  1.78  3.46  -4.76
C  2.90  4.37  -5.05
H  3.16  0.80  1.87
H  2.06  1.28  3.16
H  3.45  0.27  3.52
H  5.00  1.98  3.48
H  3.59  2.77  4.15
H  5.28  4.32  1.03
H  5.94  2.93  1.84
H  5.15  1.41  0.33
H  5.35  2.76  -0.75
H  3.13  1.28  -0.60
H  2.60  2.52  0.50
H  1.90  3.58  -1.36
H  3.53  4.16  -1.37
H  4.02  3.08  -3.33
H  3.43  1.57  -2.72
H  -0.10  2.27  -1.02
H  -0.14  0.85  1.01
H  0.85  -1.37  0.91
H  1.84  -2.24  -1.20
H  1.89  -0.77  -3.28
H  -3.34  2.02  -3.51
H  -3.80  2.31  -5.18
H  -4.19  0.45  -2.34
H  -4.23  -1.02  -3.31
H  -6.80  0.47  -3.10
H  -6.47  -1.29  -3.08
H  -8.31  -0.28  -1.33
H  -7.49  1.25  -1.01
H  -7.14  -1.01  0.93
H  -7.02  0.74  1.19
H  -8.62  0.00  0.94
H  -1.26  2.61  -5.87
H  1.47  4.43  -7.26
H  -0.20  3.97  -7.37
H  1.14  6.39  -6.21
H  -0.40  6.31  -7.12
H  -1.31  5.31  -4.77
H  0.17  6.14  -4.19
H  -4.25  9.44  -2.76
H  -3.55  12.06  -2.42
H  -0.04  9.89  -3.21
H  3.07  5.04  -4.21
H  3.82  3.80  -5.18
H  2.77  4.95  -5.94
C  4.61  -4.45  3.86
Br  5.41  -6.20  3.77
Br  5.96  -3.09  4.03
Br  3.41  -4.16  2.38
H  4.02  -4.41  4.76
C  3.03  7.52  -1.23
Br  1.12  7.35  -1.47
Br  3.70  6.29  0.09
Br  3.98  7.35  -2.90
H  3.21  8.52  -0.86
C  6.15  9.45  0.24
Br  7.10  8.50  -1.14
Br  7.35  10.22  1.53
Br  4.95  10.76  -0.50
H  5.54  8.72  0.77
C  5.15  -0.56  8.40
Br  6.06  -1.44  9.85
Br  5.59  -1.36  6.70
Br  3.24  -0.48  8.68
H  5.51  0.47  8.38
C  0.93  -5.43  5.48
Br  1.83  -6.90  4.65
Br  1.85  -4.82  7.05
Br  0.62  -3.99  4.24
H  -0.04  -5.79  5.80
C  1.46  -4.62  -4.26
Br  1.56  -2.82  -3.55
Br  2.26  -4.74  -6.01
Br  2.21  -5.92  -3.05
H  0.41  -4.86  -4.37
C  -0.69  -5.33  -0.29
Br  0.19  -7.04  -0.18
Br  0.56  -3.85  -0.35
Br  -1.91  -5.23  -1.78
H  -1.27  -5.22  0.61
C  -5.63  6.49  -2.02
Br  -6.25  4.86  -2.83
Br  -6.00  8.00  -3.15
Br  -6.33  6.73  -0.25
H  -4.56  6.41  -1.94
C  1.40  -10.67  6.15
Br  0.50  -9.29  7.15
Br  0.93  -10.58  4.28
Br  3.30  -10.62  6.42
H  1.04  -11.62  6.53
C  -5.15  -6.10  1.40
Br  -6.53  -5.16  0.43
Br  -4.49  -7.62  0.42
Br  -3.73  -4.91  1.93
H  -5.60  -6.47  2.30
C  -5.02  -1.82  4.94
Br  -6.90  -1.84  4.55
Br  -4.45  -3.45  5.77
Br  -3.98  -1.43  3.36
H  -4.85  -1.01  5.64
C  -3.11  -10.83  -2.20
Br  -4.49  -9.90  -3.17
Br  -2.45  -12.35  -3.19
Br  -1.69  -9.64  -1.68
H  -3.56  -11.21  -1.30
C  9.60  -3.10  10.81
Br  10.23  -1.99  9.37
Br  8.66  -2.08  12.15
Br  8.54  -4.58  10.17
H  10.47  -3.52  11.29
C  -9.85  -1.73  -4.05
Br  -8.99  -2.83  -2.72
Br  -9.91  0.13  -3.52
Br  -9.05  -1.94  -5.78
H  -10.87  -2.07  -4.12
C  3.88  -11.87  1.49
Br  4.55  -13.23  2.67
Br  4.04  -10.11  2.26
Br  4.69  -11.97  -0.25
H  2.82  -12.06  1.36
C  -2.65  -7.61  8.90
Br  -2.33  -6.55  7.32
Br  -2.90  -6.51  10.45
Br  -4.10  -8.84  8.65
H  -1.76  -8.20  9.07

Calculated values
HOMO = -10.78 eV
Maximum force = 2.49 eV Å⁻¹
Kohn-Sham gap = 6.72 eV
Relative energy (zero: lowest compared OMol25 entry of this formula, charge and spin) = 0.897 eV
2S+1 = 1
Calculated total energy = -3449152.660 eV
Charge = +1

---

Record 2
DFT (wB97M-V/def2-TZVPD) results for 13 unconnected molecules or ions with the total composition H26O13.

Cartesian coordinates (Å):
H  0.98  0.55  -1.30
H  -0.47  0.17  -1.07
H  -4.35  -0.78  -2.15
H  -5.65  -0.55  -1.40
H  2.47  -2.79  -2.01
H  1.41  -2.28  -2.97
H  -3.09  2.25  -0.66
H  -3.64  3.15  0.44
H  0.63  2.86  0.45
H  1.99  3.37  0.88
H  1.35  5.15  -1.22
H  2.57  5.62  -2.00
H  -2.40  0.99  2.37
H  -2.77  1.52  1.00
H  3.83  -2.50  -0.80
H  2.56  -3.27  -0.45
H  -2.37  -1.49  3.24
H  -1.63  -1.50  1.91
H  -1.67  -2.09  -0.29
H  -2.62  -1.16  0.45
H  2.79  -0.41  2.06
H  1.42  0.22  2.22
H  0.01  -2.67  -0.06
H  0.11  -4.18  0.09
H  5.10  -0.17  0.71
H  3.77  0.56  0.61
O  0.15  0.43  -1.77
O  -5.02  -0.11  -1.98
O  1.61  -3.02  -2.38
O  -2.91  3.07  -0.18
O  1.49  2.56  0.75
O  2.20  4.84  -1.57
O  -3.07  0.91  1.68
O  3.31  -2.82  -0.05
O  -2.50  -1.33  2.30
O  -2.35  -2.09  0.39
O  2.11  -0.23  2.72
O  -0.04  -3.49  -0.56
O  4.72  0.72  0.63

Calculated values
HOMO = -10.33 eV
Maximum force = 4.02 eV Å⁻¹
Kohn-Sham gap = 10.02 eV
Relative energy (zero: lowest compared OMol25 entry of this formula, charge and spin) = 4.897 eV
2S+1 = 1
Calculated total energy = -27037.050 eV

---

Record 3
DFT (wB97M-V/def2-TZVPD) results for a molecular structure, C24H44BNP2Tm.

Cartesian coordinates (Å):
Tm  0.01  -0.20  -0.34
C  -0.69  -0.73  2.59
C  -1.47  0.14  1.76
C  -1.94  -2.07  1.22
C  -0.93  -2.07  2.21
C  -2.29  -0.71  0.92
C  -0.08  -0.37  3.89
H  -0.26  0.68  4.15
H  1.00  -0.56  3.89
H  -0.50  -0.98  4.71
C  -0.43  -3.27  2.89
H  0.13  -3.01  3.79
H  0.23  -3.85  2.23
H  -1.25  -3.94  3.20
C  -2.71  -3.28  0.83
H  -3.01  -3.84  1.72
H  -2.11  -3.94  0.20
H  -3.62  -3.01  0.30
C  -3.58  -0.32  0.31
H  -4.41  -0.55  0.99
H  -3.75  -0.85  -0.63
H  -3.62  0.76  0.10
C  -1.75  1.57  2.04
H  -2.46  1.67  2.87
H  -2.19  2.08  1.17
H  -0.84  2.12  2.32
C  2.65  0.56  -0.98
C  3.13  1.87  -0.30
C  2.41  3.18  -0.61
C  1.01  3.18  -1.24
C  -0.01  2.11  -0.74
C  -0.51  1.26  -1.97
C  0.58  0.51  -2.76
C  2.06  0.75  -2.42
H  3.07  3.69  -1.33
H  1.06  3.16  -2.33
H  2.45  3.82  0.28
H  2.39  1.72  -2.81
H  3.55  -0.03  -1.24
H  4.22  2.01  -0.43
H  2.61  0.05  -3.08
H  0.38  -0.59  -2.79
H  -0.95  2.03  -2.61
H  0.43  0.84  -3.79
H  0.58  4.17  -1.00
H  -0.90  2.65  -0.35
P  3.12  1.05  1.35
C  4.66  0.31  1.85
C  2.29  1.87  2.71
P  -2.38  0.27  -2.63
C  2.13  -0.06  0.31
C  -3.48  1.70  -2.85
C  -2.07  -0.10  -4.38
H  4.63  -0.78  1.66
H  4.81  0.48  2.92
H  5.51  0.75  1.31
H  1.61  2.67  2.40
H  3.06  2.30  3.36
H  1.73  1.12  3.28
H  -1.21  0.44  -4.78
H  -2.96  0.14  -4.97
H  -1.88  -1.18  -4.47
H  2.18  -1.16  0.37
H  0.46  1.64  0.19
H  -4.51  1.37  -2.63
H  -3.45  2.06  -3.88
H  -3.20  2.48  -2.14
B  0.22  -4.82  -0.88
C  0.17  -3.34  -1.18
N  0.11  -2.17  -1.35
H  1.41  -5.09  -1.00
H  -0.48  -5.37  -1.71
H  -0.17  -5.01  0.27

Calculated values
Expectation value of S² = 2.00
HOMO (spin up / spin down) = -9.62 / -9.64 eV
Maximum force = 6.34 eV Å⁻¹
Kohn-Sham gap (spin up / spin down) = 6.82 / 6.83 eV
2S+1 = 3
Calculated total energy = -75865.766 eV
Charge = +1